(1)
DFT (the ωB97M-V functional and the def2-TZVPD basis) results for 5 unconnected molecules or ions with the total composition C23H31N3O2.

Summary:
**Net charge**: 0
**DFT total energy**: -32917.296 eV
**Orbital gap**: 10.0289 eV
**SMILES**: c1ccncc1.c1ccncc1.c1ccncc1.C1CCOC1.C1CCOC1
**Relative energy (zero: lowest compared OMol25 entry of this formula, charge and spin)**: 385.7 kJ/mol

Each line ends with the Löwdin charge.
Element x y z (Å)
C 1.337 -3.980 -0.192  -0.080
C 0.927 -4.115 1.119  -0.089
C 1.862 -4.539 2.055  -0.162
N 3.118 -4.825 1.756  0.059
C 3.509 -4.639 0.505  -0.159
C 2.663 -4.223 -0.508  -0.066
H 0.626 -3.696 -0.959  0.099
H -0.121 -4.068 1.381  0.095
H 1.544 -4.787 3.064  0.105
H 4.541 -4.878 0.270  0.105
H 3.032 -4.173 -1.523  0.102
C -5.826 3.137 -0.433  -0.083
C -6.089 4.362 0.165  -0.079
C -5.351 4.713 1.286  -0.163
N -4.287 4.039 1.706  0.057
C -4.023 2.885 1.104  -0.146
C -4.779 2.377 0.053  -0.065
H -6.415 2.821 -1.286  0.103
H -6.926 4.959 -0.170  0.098
H -5.560 5.675 1.746  0.101
H -3.081 2.415 1.358  0.090
H -4.397 1.484 -0.426  0.089
C 0.664 1.947 -3.926  -0.082
C 1.308 0.834 -4.448  -0.070
C 2.150 0.105 -3.623  -0.157
N 2.347 0.384 -2.345  0.068
C 1.673 1.416 -1.839  -0.161
C 0.886 2.265 -2.593  -0.079
H 0.030 2.584 -4.528  0.108
H 1.087 0.558 -5.470  0.101
H 2.634 -0.770 -4.049  0.104
H 1.796 1.588 -0.773  0.103
H 0.417 3.143 -2.169  0.112
C 1.968 0.580 2.602  -0.167
C 2.237 -0.469 1.530  -0.173
C 3.669 -0.148 1.067  -0.201
O 4.244 0.686 2.056  -0.130
C 3.384 0.707 3.197  -0.196
H 1.248 0.201 3.328  0.108
H 1.675 1.567 2.247  0.112
H 1.514 -0.518 0.714  0.083
H 2.245 -1.469 1.975  0.101
H 3.625 0.391 0.117  0.093
H 4.183 -1.100 0.905  0.114
H 3.521 1.671 3.680  0.118
H 3.602 -0.135 3.859  0.120
C -1.391 -1.395 0.306  -0.172
C -0.877 -1.054 -1.075  -0.166
C -1.682 0.210 -1.367  -0.183
O -1.711 0.907 -0.117  -0.164
C -1.626 -0.030 0.961  -0.183
H -0.847 -2.050 0.985  0.083
H -2.335 -1.946 0.180  0.118
H -1.006 -1.883 -1.772  0.112
H 0.189 -0.809 -1.096  0.084
H -2.725 -0.005 -1.631  0.118
H -1.212 0.842 -2.112  0.094
H -2.477 0.019 1.640  0.116
H -0.715 0.232 1.511  0.102

---

(2)
DFT (the ωB97M-V functional and the def2-TZVPD basis) results for a single C4H11NO2Si molecule.

Summary:
**Net charge**: 0
**DFT total energy**: -17786.194 eV
**Orbital gap**: 10.2046 eV
**SMILES**: C=[N+]([O-])O[Si](C)(C)C
**Relative energy (zero: lowest compared OMol25 entry of this formula, charge and spin)**: 289.3 kJ/mol

Each line ends with the Löwdin charge.
Element x y z (Å)
C -2.597 1.310 0.502  0.056
N -2.768 0.189 -0.108  -0.365
O -3.639 -0.143 -0.842  0.062
O -1.713 -0.781 0.230  -0.125
Si -0.122 -0.507 0.041  0.361
C 0.898 -0.341 1.718  -0.167
C 0.734 -2.036 -0.664  -0.173
C 0.281 0.881 -1.051  -0.161
H -1.776 1.434 1.170  0.070
H -3.330 2.150 0.427  0.117
H 0.779 0.580 2.356  0.035
H 0.880 -1.301 2.192  0.010
H 1.847 -0.031 1.249  0.016
H 1.803 -2.025 -0.542  0.015
H 0.345 -3.029 -0.234  0.059
H 0.312 -1.823 -1.769  0.074
H 0.481 0.513 -2.077  0.049
H -0.378 1.659 -1.319  0.012
H 1.179 1.385 -0.628  0.056

---

(3)
DFT (the ωB97M-V functional and the def2-TZVPD basis) results for 6 unconnected molecules or ions with the total composition C37H38ClINO12PSi.

Summary:
**Net charge**: 0
**DFT total energy**: -102830.485 eV
**Orbital gap**: 6.3538 eV
**SMILES**: CC(C)[C@@H](C)CO[Si@](I)(CN)P(O)Cl.O=C1C=CC(=O)C=C1.O=C1C=CC(=O)C=C1.O=C1C=CC(=O)C=C1.O=C1C=CC(=O)C=C1.O=C1C=CC(=O)C=C1

Each line ends with the Löwdin charge.
Element x y z (Å)
C -2.165 5.544 -9.746  -0.088
C -1.409 6.560 -8.825  -0.387
C -2.154 6.842 -7.472  -0.104
C 0.108 6.223 -8.628  -0.305
C 0.712 7.287 -7.667  -0.070
C 0.411 4.734 -8.201  -0.223
O 0.780 4.656 -6.806  -0.306
Si -0.105 3.606 -5.836  -0.014
I -2.494 3.336 -6.379  0.595
C -0.040 4.354 -4.054  -0.386
N -1.262 4.117 -3.253  -0.085
P 0.783 1.534 -5.787  0.417
O 0.073 0.712 -4.509  -0.468
Cl 0.053 0.595 -7.526  0.115
H -1.495 5.388 -10.625  0.083
H -3.097 6.004 -10.114  0.080
H -2.297 4.549 -9.288  0.026
H -1.436 7.525 -9.384  0.128
H -1.593 6.358 -6.641  0.032
H -3.147 6.347 -7.458  0.054
H -2.242 7.913 -7.223  0.076
H 0.581 6.360 -9.627  0.136
H 0.193 8.247 -7.896  0.084
H 0.507 7.101 -6.598  0.069
H 1.786 7.490 -7.842  0.084
H -0.358 4.007 -8.522  0.070
H 1.330 4.461 -8.771  0.127
H 0.892 4.006 -3.562  0.074
H 0.046 5.453 -4.212  0.080
H -1.543 3.146 -3.359  0.020
H -1.980 4.745 -3.601  0.036
H 0.142 1.217 -3.681  0.058
O -0.697 -1.117 -4.039  0.062
C -0.897 -1.933 -3.161  -0.340
C -0.311 -3.291 -3.221  0.048
C -0.533 -4.182 -2.258  0.022
C -1.374 -3.854 -1.087  -0.398
O -1.575 -4.672 -0.203  0.060
C -1.961 -2.497 -1.023  0.024
C -1.739 -1.605 -1.985  0.038
H 0.303 -3.515 -4.084  0.131
H -0.113 -5.178 -2.287  0.089
H -2.574 -2.275 -0.158  0.124
H -2.160 -0.607 -1.956  0.124
O 2.138 -2.935 -0.593  0.109
C 2.168 -3.199 0.591  -0.371
C 0.970 -3.714 1.293  0.035
C 1.001 -4.001 2.593  0.040
C 2.236 -3.819 3.391  -0.372
O 2.265 -4.082 4.576  0.083
C 3.435 -3.303 2.688  0.026
C 3.404 -3.016 1.389  0.025
H 0.075 -3.842 0.693  0.081
H 0.135 -4.377 3.123  0.128
H 4.328 -3.176 3.288  0.123
H 4.269 -2.640 0.859  0.123
O 0.369 -0.571 5.636  0.100
C 0.771 -0.839 6.751  -0.373
C 1.673 -1.993 6.983  0.025
C 2.111 -2.288 8.204  0.025
C 1.718 -1.477 9.381  -0.383
O 2.121 -1.746 10.495  0.097
C 0.817 -0.323 9.148  0.021
C 0.377 -0.026 7.926  0.023
H 1.949 -2.573 6.112  0.086
H 2.769 -3.127 8.395  0.122
H 0.543 0.253 10.017  0.096
H -0.277 0.807 7.735  0.098
O 1.524 -7.041 -2.869  0.100
C 1.324 -7.856 -1.990  -0.376
C 1.912 -9.214 -2.052  0.020
C 1.690 -10.107 -1.090  0.022
C 0.847 -9.779 0.085  -0.386
O 0.648 -10.593 0.962  0.109
C 0.259 -8.420 0.147  0.032
C 0.481 -7.529 -0.816  0.026
H 2.525 -9.436 -2.917  0.122
H 2.111 -11.104 -1.118  0.122
H -0.354 -8.197 1.011  0.126
H 0.061 -6.532 -0.787  0.085
O -0.784 1.911 9.378  0.060
C -1.203 2.415 10.402  -0.354
C -2.646 2.692 10.588  0.029
C -3.103 3.246 11.709  0.025
C -2.189 3.607 12.818  -0.384
O -2.606 4.109 13.839  0.114
C -0.744 3.329 12.631  0.028
C -0.288 2.775 11.510  0.027
H -3.299 2.421 9.768  0.124
H -4.154 3.457 11.862  0.124
H -0.091 3.599 13.451  0.125
H 0.763 2.564 11.356  0.125